Formula: C45H41SSb3Sn
Source: OMol25
Level of theory: wB97M-V/def2-TZVPD

Results
LUMO   -6.19 eV
E_HOMO   -13.246 eV
Maximum force   0.573 eV/Å
HOMO-LUMO gap   7.0599 eV
Net charge   +2

Last column: Löwdin charge in e.
Cartesian coordinates (Å):
Sn1 0.037 1.651 -1.427  0.62
C1 1.776 -1.153 -3.458  -0.36
C2 2.451 -2.024 -2.395  -0.36
C3 3.209 -1.263 -1.312  -0.34
Sb1 2.076 -0.068 0.078  1.39
C4 3.086 1.797 -0.142  -0.47
C5 3.169 2.657 0.952  -0.14
C6 3.674 3.941 0.792  -0.06
C7 4.091 4.378 -0.457  -0.06
C8 4.015 3.526 -1.550  -0.06
C9 3.506 2.244 -1.393  -0.17
C10 3.040 -0.707 1.850  -0.39
C11 2.478 -1.686 2.663  -0.15
C12 3.177 -2.164 3.763  -0.07
C13 4.435 -1.658 4.053  -0.06
C14 5.004 -0.695 3.232  -0.05
C15 4.315 -0.222 2.122  -0.11
Sb2 -0.317 -0.803 -3.114  1.36
C16 -0.822 -0.095 -5.031  -0.40
C17 -1.710 -0.786 -5.848  -0.12
C18 -1.965 -0.323 -7.132  -0.06
C19 -1.340 0.824 -7.597  -0.06
C20 -0.461 1.521 -6.780  -0.07
C21 -0.203 1.064 -5.496  -0.15
C22 -1.008 -2.780 -3.098  -0.40
C23 -1.894 -3.215 -2.117  -0.13
C24 -2.328 -4.534 -2.120  -0.07
C25 -1.877 -5.411 -3.095  -0.05
C26 -0.994 -4.975 -4.074  -0.06
C27 -0.557 -3.659 -4.080  -0.12
H1 1.805 -1.628 -4.439  0.06
H2 2.274 -0.187 -3.575  0.05
H3 3.170 -2.679 -2.893  0.12
H4 1.724 -2.700 -1.932  0.09
H5 3.961 -0.594 -1.734  0.06
H6 3.725 -1.963 -0.654  0.07
H7 2.862 2.325 1.937  0.08
H8 3.746 4.601 1.647  0.11
H9 4.484 5.378 -0.578  0.12
H10 4.359 3.856 -2.522  0.12
H11 3.482 1.582 -2.255  0.09
H12 1.505 -2.099 2.436  0.07
H13 2.744 -2.936 4.385  0.11
H14 4.980 -2.024 4.913  0.12
H15 5.991 -0.311 3.450  0.12
H16 4.781 0.519 1.485  0.10
H17 -2.206 -1.682 -5.496  0.10
H18 -2.654 -0.861 -7.770  0.11
H19 -1.539 1.178 -8.599  0.12
H20 0.024 2.417 -7.142  0.11
H21 0.490 1.620 -4.870  0.08
H22 -2.253 -2.534 -1.353  0.08
H23 -3.024 -4.876 -1.366  0.10
H24 -2.216 -6.438 -3.095  0.12
H25 -0.650 -5.659 -4.837  0.12
H26 0.119 -3.329 -4.859  0.11
S1 -2.091 1.888 -0.186  -0.05
Sb3 -2.132 1.117 2.014  1.38
C28 -2.489 -0.930 1.897  -0.36
C29 -3.722 -1.329 1.383  -0.11
C30 -3.989 -2.682 1.231  -0.06
C31 -3.031 -3.623 1.580  -0.06
C32 -1.801 -3.223 2.081  -0.06
C33 -1.526 -1.872 2.240  -0.12
C34 -0.391 1.723 2.981  -0.38
C35 0.360 0.909 3.825  -0.11
C36 1.437 1.449 4.515  -0.06
C37 1.745 2.795 4.379  -0.06
C38 0.993 3.606 3.539  -0.07
C39 -0.077 3.076 2.835  -0.13
C40 -3.698 2.162 2.877  -0.37
C41 -4.944 2.200 2.255  -0.12
C42 -5.987 2.866 2.877  -0.05
C43 -5.782 3.483 4.105  -0.04
C44 -4.538 3.445 4.715  -0.05
C45 -3.483 2.781 4.105  -0.11
H27 -4.482 -0.605 1.118  0.10
H28 -4.950 -2.999 0.849  0.12
H29 -3.248 -4.677 1.470  0.12
H30 -1.061 -3.961 2.360  0.12
H31 -0.575 -1.571 2.650  0.06
H32 0.107 -0.129 3.978  0.09
H33 2.026 0.819 5.169  0.12
H34 2.571 3.216 4.937  0.12
H35 1.234 4.656 3.437  0.12
H36 -0.659 3.718 2.183  0.11
H37 -5.104 1.743 1.286  0.09
H38 -6.957 2.908 2.402  0.12
H39 -6.601 3.999 4.587  0.12
H40 -4.385 3.934 5.667  0.12
H41 -2.515 2.752 4.590  0.10